Record 1
C8H13IN | ωB97M-V/def2-TZVPD

```
! wB97M-V def2-TZVPD RIJCOSX def2/J DEFGRID3
* xyz 1 1
C 2.028 0.368 1.384
C 1.653 0.039 2.612
C 0.737 -1.021 2.806
C -0.141 -1.196 1.866
C -0.113 -0.866 0.409
C -0.549 0.319 -0.031
I -1.159 1.758 1.386
N -0.702 0.653 -1.398
C 0.168 -0.083 -2.399
C -2.050 0.582 -2.032
H 1.924 -0.472 0.595
H 2.693 1.169 1.168
H 1.768 0.796 3.396
H 0.771 -1.513 3.754
H -0.779 -1.966 2.134
H 0.207 -1.612 -0.317
H -0.596 1.666 -1.315
H -0.174 -1.050 -2.654
H 0.145 0.615 -3.212
H 1.137 -0.087 -1.865
H -2.048 1.317 -2.886
H -2.217 -0.421 -2.173
H -2.701 1.003 -1.228
*
```

Computed properties:
lowest unoccupied orbital energy: -3.312 eV
SMILES: C=C/C=C\C=C(/I)[NH+](C)C
ΔE to the lowest compared entry with this formula, charge and spin: 60.9 kcal/mol
highest occupied orbital energy: -0.4538 Ha
Kohn-Sham gap: 9.037 eV

Mulliken atomic charge list, values in e, 8 entries: -0.70, -0.29, -0.19, -0.80, -0.46, 0.09, 0.24, 0.07

Record 2
C8H13IN | ωB97M-V/def2-TZVPD

```
! wB97M-V def2-TZVPD RIJCOSX def2/J DEFGRID3
* xyz 1 1
C 0.930 -0.909 -2.623
C 0.624 -1.876 -1.612
C 0.411 0.348 -2.469
C 0.368 -1.494 -0.361
C 0.061 0.937 -1.130
C 0.393 -0.105 -0.017
C -0.181 1.479 1.787
C -1.604 -0.377 1.566
N -0.139 0.052 1.420
I 3.029 0.450 0.620
H 1.283 -1.413 -3.549
H 0.570 -2.958 -1.725
H 0.414 1.165 -3.221
H 0.169 -2.036 0.491
H 0.633 1.775 -0.900
H -0.906 1.279 -1.185
H 0.771 1.951 1.517
H -1.148 1.995 1.529
H -0.272 1.737 2.908
H -1.578 -0.915 2.432
H -2.384 0.369 1.619
H -1.828 -1.077 0.781
H 0.384 -0.377 2.122
*
```

Computed properties:
lowest unoccupied orbital energy: -5.411 eV
ΔE to the lowest compared entry with this formula, charge and spin: 46.9 kcal/mol
highest occupied orbital energy: -0.4492 Ha
Kohn-Sham gap: 6.811 eV

Mulliken atomic charge list, values in e, 8 entries: -0.60, -0.36, -0.41, -0.51, -0.31, -0.70, -0.89, -1.00

Record 3
C8H13IN5 | ωB97M-V/def2-TZVPD

```
! wB97M-V def2-TZVPD RIJCOSX def2/J DEFGRID3
* xyz 1 3
C 0.632 0.038 1.732
C 0.302 1.010 -2.323
C 0.374 -0.942 0.634
C 0.677 1.451 1.229
C -1.045 -1.272 0.200
C -0.244 -0.255 -0.553
C 0.152 2.574 2.039
C -1.323 -2.636 -0.372
N -0.133 1.869 -1.456
N 0.824 -0.362 2.901
N 0.255 -0.278 -1.904
N 0.715 -1.431 -2.503
N -0.470 1.169 -0.315
I 0.950 1.550 -4.213
H 1.100 -1.734 0.521
H 1.594 1.680 0.688
H -1.852 -0.871 0.804
H -0.833 2.372 2.456
H 0.133 3.495 1.462
H 0.838 2.737 2.875
H -2.230 -2.618 -0.973
H -1.470 -3.341 0.442
H -0.498 -2.976 -0.992
H 1.023 0.328 3.618
H 1.710 -1.377 -2.716
H 0.194 -1.646 -3.348
H -1.372 1.466 0.067
*
```

Computed properties:
lowest unoccupied orbital energy (spin up / spin down): -3.260 / -6.985 eV
highest occupied orbital energy (spin up / spin down): -0.3415 / -0.4766 Ha
Kohn-Sham gap (spin up / spin down): 6.034 / 5.985 eV

Mulliken atomic charge list, values in e, 8 entries: 0.09, 0.26, -0.28, 0.07, -0.28, 0.77, -1.48, -1.60

Record 4
C8H13N | ωB97M-V/def2-TZVPD

```
! wB97M-V def2-TZVPD RIJCOSX def2/J DEFGRID3
* xyz 0 1
C 0.175 -2.676 -2.319
C 0.880 -2.446 -1.199
C 0.448 -1.731 0.011
C -0.522 -0.574 -0.112
C -1.308 0.517 0.562
C -0.265 1.720 0.362
C -0.180 2.672 1.534
N 1.115 1.062 0.133
C 0.823 -0.308 0.517
H 0.591 -3.277 -3.115
H -0.844 -2.286 -2.401
H 1.904 -2.858 -1.093
H 0.395 -2.408 0.856
H -0.400 -0.273 -1.158
H -1.465 0.379 1.633
H -2.278 0.757 0.111
H -0.529 2.314 -0.523
H 0.456 3.570 1.300
H 0.290 2.145 2.370
H -1.202 2.993 1.815
H 1.267 1.068 -0.894
H 0.650 -0.363 1.609
*
```

Computed properties:
lowest unoccupied orbital energy: 1.083 eV
SMILES: C=C[C@@H]1[C@H]2C[C@@H](C)N[C@H]12
ΔE to the lowest compared entry with this formula, charge and spin: 94.0 kcal/mol
highest occupied orbital energy: -0.3008 Ha
Kohn-Sham gap: 9.268 eV

Mulliken atomic charge list, values in e, 8 entries: -0.72, -0.51, 0.09, 0.03, -1.04, 0.39, -1.39, -0.56

Record 5
C8H13N2 | ωB97M-V/def2-TZVPD

```
! wB97M-V def2-TZVPD RIJCOSX def2/J DEFGRID3
* xyz 1 1
C -3.505 0.476 0.607
C -2.398 -0.017 0.077
C -1.063 0.706 0.512
N 0.023 -0.036 -0.115
C -0.873 -1.113 -0.958
N -2.105 -1.040 -0.826
C 1.316 0.394 -0.622
C 1.777 1.809 -0.815
C 1.250 -0.437 0.545
C 1.707 -1.875 0.501
H -4.460 0.149 0.447
H -3.535 1.302 1.394
H -0.877 1.672 0.376
H -1.040 0.426 1.562
H -0.249 -1.826 -1.512
H 1.568 -0.361 -1.415
H 2.695 1.818 -1.326
H 1.810 2.172 0.194
H 1.154 2.384 -1.537
H 1.366 -0.014 1.445
H 0.819 -2.518 0.555
H 2.365 -1.952 1.307
H 2.256 -2.120 -0.399
*
```

Computed properties:
lowest unoccupied orbital energy: -3.756 eV
SMILES: C=C1C[N+]2(C=N1)[C@@H](C)[C@@H]2C
ΔE to the lowest compared entry with this formula, charge and spin: 106.6 kcal/mol
highest occupied orbital energy: -0.5041 Ha
Kohn-Sham gap: 9.961 eV

Mulliken atomic charge list, values in e, 8 entries: -0.91, 0.50, -0.76, 0.45, 0.03, -0.39, 0.19, -1.50